(1)
Computed, not measured: 5 unconnected molecules or ions with the total composition C24H48NO8PS4, with ωB97M-V with the def2-TZVPD basis set.

Positions of all 86 atoms, in Å:
H -0.49171 -0.87779 -1.59498
H 5.18209 -1.61210 0.39153
H -5.91556 0.99364 4.06972
C 7.42068 5.77743 -3.97910
H 6.62882 7.44370 -5.12739
C -4.41400 -0.26856 3.06512
H 7.05779 6.02961 -6.09021
S 6.91690 4.06226 -3.91024
H 6.87784 2.25609 -0.35329
H 7.13133 -0.17977 -0.04159
S -6.60556 -1.28768 4.07832
C 5.33222 4.28597 -4.73110
C 5.20191 5.79062 -5.00045
O -7.92990 -1.45742 3.52940
H -6.38853 0.40701 2.45172
C 5.98465 1.64548 -0.25177
H -4.69384 0.63939 -0.25850
O -3.76969 -4.91523 3.40202
H 4.70041 6.27386 -4.15991
O 7.77885 3.28852 -4.76454
H 4.20422 -0.19724 0.86997
H -0.98653 4.36597 0.66254
H -2.84940 -8.37169 4.18397
H -5.44792 1.39530 -2.97222
H -3.84689 2.82802 -1.78132
H 4.54531 3.90911 -4.08240
H -2.59601 -8.55855 5.91357
H -6.49133 1.13068 -1.58004
H 1.46205 0.73315 -1.50864
H -3.47613 2.20002 -3.36335
H -4.47121 -0.77308 -1.23302
C -3.13146 2.21735 -2.32769
C 5.38542 1.33593 -1.62682
C -1.57819 2.23154 0.22205
H -0.85809 -6.81122 5.89897
H -6.10911 -0.20052 -2.65585
H -3.91916 0.42364 2.38420
H 5.35933 3.70791 -5.65251
C -3.60675 -6.71566 5.35085
H 6.15198 1.23108 -2.38791
C -1.42416 -6.00498 3.98012
C 6.62222 6.35523 -5.14340
S 4.56476 -0.25187 -1.46099
C 5.02373 -0.54664 0.24211
H 0.22121 -0.34471 -0.06975
H 4.60190 5.97632 -5.88951
C -1.33429 3.37711 0.49025
O -6.39744 -1.26099 5.50545
H -4.95612 -2.97737 4.15255
H -0.47309 -7.87553 4.54603
C 0.21315 1.08238 -3.05796
O 5.22769 -1.22009 -2.29554
H -3.55254 -2.16277 2.39591
C -5.47986 -2.48074 3.34501
P -1.97008 0.59736 -0.31838
H -1.58261 -6.34566 2.95730
H 5.26588 2.20990 0.34616
C -4.50578 0.31610 -1.28124
C -2.58953 -7.83621 5.09904
H -0.75403 0.64217 -3.29479
C -1.21310 -7.17705 4.93331
H -3.70353 -6.48384 6.40953
C -3.12910 0.77469 -1.78143
H 7.13937 6.24019 -3.03352
H 4.65369 2.07480 -1.93679
O 3.13003 -0.06685 -1.54889
H -4.58435 -6.93608 4.93032
O -2.63884 -4.26401 5.53860
H 6.50814 0.43110 1.49174
C -0.33405 -0.01016 -0.94397
C -5.84450 0.16793 3.36558
H -3.83407 -0.30599 3.98995
H -4.92257 -1.60272 1.44750
S -2.94900 -5.25302 4.53899
H -6.05855 -3.20511 2.77932
C 6.27624 0.30364 0.43547
H 8.49830 5.82721 -4.11498
H 0.18444 2.12612 -3.37181
H -0.62922 -5.26369 4.00952
N 0.48914 1.00231 -1.61714
C -4.52252 -1.67391 2.46168
H -2.80533 0.11008 -2.58115
H -2.13952 2.65446 -2.33081
O 6.70172 3.67209 -2.53608
C -5.70290 0.69204 -2.18602
H 0.96422 0.54005 -3.63635

Output
Kohn-Sham gap, eV: 8.24
Structure (SMILES): C#CP(CNC)[C@H](C)CC.O=S1(=O)CCCC1.O=S1(=O)CCCC1.O=S1(=O)CCCC1.O=S1(=O)CCCC1
LUMO level, eV: 0.41
HOMO energy, eV: -7.8

Here are the Löwdin charges for atoms 1 to 6, given in e: H 0.080; H 0.107; H 0.105; C -0.229; H 0.116; C -0.222



(2)
Computed, not measured: 6 unconnected molecules or ions with the total composition C24H48O16, with ωB97M-V with the def2-TZVPD basis set.

Positions of all 88 atoms, in Å:
C 2.76584 1.38525 -2.52573
O -5.72755 -1.20642 0.77550
H 0.31316 -9.95646 3.87420
H 3.80352 1.45978 -2.85093
C 1.42742 -6.43510 0.69985
H 1.62611 -9.73504 5.20416
O 2.46859 8.26306 -6.94797
H 0.28361 -3.29844 -5.68318
C 0.74375 -5.06927 0.76997
C 1.35620 0.95035 -0.50643
C 2.34292 2.72411 -1.85165
H 0.36285 0.69016 -0.87202
H 0.02605 1.29892 11.11718
C 1.34717 -9.75018 4.15057
H 0.58083 7.10387 -4.72590
H -1.05596 -0.10662 11.06795
C -3.33158 -1.01614 2.26657
H 0.68638 -0.35179 10.68603
H 2.57512 3.41989 5.64482
H 6.82249 9.50735 -6.33164
C 0.52201 8.16810 -4.95405
C 0.14075 -2.94467 -4.66213
C -4.11313 -0.77700 3.56927
O -4.95570 0.38081 -0.66047
H 2.13954 1.21567 -3.40156
H -2.26749 -0.82177 2.40085
H 0.16378 8.39047 -5.95920
H -3.37994 -2.09711 2.13520
C 0.56229 1.55116 7.17203
H -1.19129 -1.60715 -3.64360
O -4.25571 -3.63679 -4.62190
H 4.62586 8.32705 -7.08888
H 1.41059 0.86000 0.57845
H 3.26535 3.16303 -1.47141
H 6.21159 9.49835 -4.63897
H -5.35397 -4.07245 -2.85808
C -5.20014 -4.45724 -3.86623
H 0.77096 -6.97362 0.01637
C -4.87036 -0.41549 0.41475
O -0.22657 1.02131 6.38597
C 2.68191 8.52453 -5.77284
O 1.50490 -8.42686 3.58072
C -2.98232 -3.49658 -4.15193
O 1.46123 -6.94644 1.96947
H 5.58917 10.63145 -5.86949
H -1.33623 1.12847 8.93024
C -0.40102 0.61343 9.14981
O 3.82376 8.76543 -5.29628
H 1.06327 -2.45122 -4.35626
H 2.42943 -0.56271 -1.76345
H 2.38762 1.75338 5.08317
C 1.51782 -8.25376 2.28311
H -0.45814 -0.30848 8.57108
C 2.54339 0.44614 -1.36678
H -6.17247 -0.19819 -2.24194
O -2.65772 -3.76008 -3.02420
H 1.78037 3.27703 -2.60392
C -1.16478 -2.13423 -4.59732
H 1.30653 -4.45725 1.47482
C -0.15732 0.33673 10.63899
H -7.02495 0.02668 -0.77230
C 5.94840 9.61813 -5.68992
O 1.78969 8.59686 -4.79532
H 1.10317 2.99316 4.87699
C 1.86957 2.59541 5.54222
O 1.47334 2.38472 -0.75655
H -1.16649 -1.32203 -5.32425
H -0.19877 8.57080 -4.24242
H 2.43704 -6.23019 0.34380
H -4.08723 0.28214 3.82550
H -6.40613 1.43006 -1.67462
H 5.42977 7.48049 -5.74308
H 0.67247 -4.53120 -0.17528
H -5.10107 -1.21681 3.43275
H -6.20608 -4.43875 -4.28557
H -0.29063 -5.18767 1.09270
H -4.83177 -5.48182 -3.81490
H 3.45384 0.40604 -0.76881
O 1.57202 -9.09495 1.45310
H -3.66865 -1.37031 4.36833
O 0.62296 1.41484 8.54307
H 0.20623 -3.89385 -4.13028
O -2.29109 -2.85316 -5.03119
H 2.01441 -10.41376 3.60053
C 4.98761 8.42327 -6.06518
C -6.18145 0.41667 -1.34196
O 1.50219 2.37977 6.91518
O -3.80356 -0.11559 1.17260

Output
Energy above the lowest of the compared OMol25 structures with the same formula, charge and spin, eV: 0.000
Kohn-Sham gap, eV: 9.99
Structure (SMILES): CCOC(=O)OC.CCOC(=O)OC.CCOC(=O)OC.CCOC(=O)OC.CCOC(=O)OC.C1CCOC1
LUMO level, eV: 0.42
HOMO energy, eV: -9.6

Here are the Löwdin charges for atoms 1 to 6, given in e: C -0.175; O 0.098; H 0.103; H 0.108; C -0.258; H 0.097



> Which of these has the lowest Kohn-Sham gap?

C24H48NO8PS4